9
Properties=species:S:1:pos:R:3 method="wB97M-V/def2-TZVPD" lumo_energy_ev=4.1202 e_above_lowest_kj_mol=169.38 energy_ev=-20223.019 charge=-1 homo_lumo_gap_ev=8.39
C -1.64 0.08 -0.03
N 1.60 -1.41 -0.55
O 1.22 0.69 0.90
O 3.47 0.30 -0.06
F -2.40 0.91 -0.82
S 2.08 -0.19 0.07
H -0.76 0.63 0.34
H -2.28 -0.25 0.79
H -1.30 -0.76 -0.63

=====

14
Properties=species:S:1:pos:R:3 method="wB97M-V/def2-TZVPD" lumo_energy_ev=6.0481 e_above_lowest_kj_mol=117.99 energy_ev=-18168.235 charge=-2 homo_lumo_gap_ev=5.71
C -0.51 0.58 -0.87
O 0.07 0.50 -2.20
C 0.63 0.19 0.11
C 0.06 -0.51 1.47
S 1.00 -0.49 3.09
H -0.89 1.71 -0.70
H -1.33 -0.11 -0.70
H 1.37 1.03 0.21
H 1.38 -0.60 -0.37
H -0.35 -1.47 1.16
H -0.97 -0.14 1.77
H -0.88 0.48 -2.95
H -1.30 -0.20 -4.37
O -1.83 0.20 -3.77